68
Properties=species:S:1:pos:R:3:forces:R:3:nbo_charge:R:1 method="wB97M-V/def2-TZVPD" spin_multiplicity=2 e_tot_ev=-141123.30083 e_lumo_ev="0.17 / 0.15" s2=0.76
V -1.122 0.931 0.716 0.95 0.29 -0.02 0.926
O -1.247 1.137 -2.580 -0.34 0.33 -0.06 -0.725
C -1.240 2.539 -2.819 0.05 -0.34 0.01 -0.069
C -2.023 3.214 -1.726 0.06 0.04 0.22 -0.234
N -1.555 2.954 -0.353 0.12 -0.03 0.33 -0.450
C -0.250 3.573 -0.031 -0.07 -0.15 -0.01 -0.321
C 0.239 2.759 1.168 0.49 0.14 0.43 0.686
O 0.005 3.166 2.309 0.15 -0.24 -0.34 -0.637
O 0.803 1.605 0.870 -0.35 0.67 0.33 -0.801
C -2.635 3.360 0.593 0.28 -0.12 -0.38 -0.350
C -3.606 2.187 0.663 0.61 -0.60 -0.10 0.776
O -4.791 2.312 0.499 -0.29 -0.03 0.12 -0.590
O -2.964 1.040 0.878 -2.20 0.70 -0.03 -0.823
H -0.771 0.686 -3.283 0.09 0.03 -0.08 0.491
H -1.743 2.774 -3.761 0.04 0.04 -0.06 0.179
H -0.221 2.933 -2.880 0.12 -0.10 0.02 0.165
H -3.058 2.884 -1.793 -0.07 -0.06 0.09 0.225
H -2.004 4.295 -1.900 -0.08 0.10 -0.09 0.190
H -0.326 4.632 0.219 -0.11 0.11 -0.01 0.204
H 0.430 3.436 -0.869 -0.03 -0.01 -0.05 0.217
H -3.142 4.267 0.268 -0.03 0.12 -0.07 0.210
H -2.199 3.524 1.575 0.06 0.03 0.12 0.246
S -1.410 -1.045 2.278 0.36 0.09 0.28 -0.157
C -0.421 -0.217 3.406 -0.28 -0.16 0.22 0.116
N 0.834 -0.661 3.650 0.16 -0.13 -0.15 -0.503
C 1.704 -0.090 4.515 0.08 -0.07 0.00 0.069
C 1.320 0.978 5.256 0.11 0.06 0.08 -0.277
C 0.012 1.464 5.083 -0.01 0.21 0.10 -0.105
C -0.831 0.891 4.181 -0.08 -0.13 -0.14 -0.229
H 1.133 -1.461 3.101 0.04 0.00 -0.03 0.446
H 2.683 -0.544 4.570 -0.03 0.00 -0.04 0.222
H 2.010 1.437 5.948 -0.03 -0.02 -0.02 0.232
H -0.322 2.317 5.661 0.01 -0.05 -0.03 0.228
H -1.830 1.262 4.023 -0.11 0.04 -0.02 0.238
C 3.481 -2.854 2.130 -0.04 -0.03 -0.03 -0.228
C 2.289 -3.530 1.889 0.02 0.05 0.02 -0.252
C 1.308 -2.958 1.086 0.08 0.05 0.06 -0.180
C 1.511 -1.710 0.501 0.00 0.09 0.02 -0.250
C 2.706 -1.040 0.750 0.02 -0.03 0.05 -0.245
C 3.686 -1.605 1.559 -0.05 0.01 -0.01 -0.215
As 0.102 -0.790 -0.513 0.19 -1.02 -0.79 1.047
C 1.122 -0.400 -2.147 0.07 0.07 0.03 -0.317
C 0.977 -1.098 -3.343 0.16 0.04 0.01 -0.244
C 1.710 -0.728 -4.469 -0.03 0.01 0.01 -0.209
C 2.587 0.347 -4.414 -0.02 -0.02 -0.02 -0.218
C 2.708 1.071 -3.234 -0.04 -0.02 0.00 -0.199
C 1.972 0.707 -2.115 0.01 0.04 -0.02 -0.232
C -1.014 -2.281 -1.083 0.05 -0.01 0.00 -0.382
C -0.512 -3.514 -1.500 -0.09 0.05 -0.07 -0.221
C -1.376 -4.532 -1.878 -0.05 0.03 0.01 -0.208
C -2.751 -4.326 -1.841 0.05 -0.01 0.01 -0.201
C -3.258 -3.103 -1.425 0.03 -0.01 -0.01 -0.221
C -2.392 -2.084 -1.044 0.04 -0.05 -0.02 -0.126
H 4.247 -3.303 2.751 -0.03 0.01 0.00 0.217
H 2.115 -4.504 2.330 0.01 0.02 0.00 0.220
H 0.374 -3.477 0.942 -0.08 -0.05 0.00 0.227
H 2.873 -0.056 0.338 0.00 0.07 -0.03 0.231
H 4.605 -1.063 1.747 -0.03 -0.03 -0.03 0.217
H 0.286 -1.925 -3.413 -0.04 -0.12 0.02 0.228
H 1.590 -1.284 -5.392 0.01 0.02 0.05 0.216
H 3.164 0.626 -5.288 -0.04 -0.01 0.03 0.216
H 3.368 1.930 -3.190 -0.02 -0.04 0.00 0.214
H 2.029 1.311 -1.217 0.03 -0.03 0.04 0.236
H 0.557 -3.680 -1.532 0.07 -0.02 -0.01 0.218
H -0.977 -5.487 -2.198 -0.01 0.03 0.01 0.213
H -3.426 -5.123 -2.129 0.03 0.03 0.00 0.215
H -4.328 -2.940 -1.389 0.04 0.00 0.00 0.221
H -2.795 -1.138 -0.705 -0.03 0.07 0.03 0.218